Here is a 2-piece molecular cluster, C6H13P overall in a non-equilibrium geometry from OMol25. Energies are from ωB97M-V/def2-TZVPD.

Structure (XYZ):
```
20
Properties=species:S:1:pos:R:3:forces:R:3:nbo_charge:R:1
C -1.0810 0.7019 0.2106 1.80 1.14 -3.66 -0.354
C 2.8007 -0.0637 -0.5470 -0.50 -0.11 -1.02 -0.386
C 2.2364 -0.6955 -1.5635 1.04 -0.67 -0.30 -0.380
C -0.7582 0.2735 1.5966 -0.16 0.02 0.11 -0.706
C -0.0658 1.7780 -0.6562 -1.15 -3.82 2.33 -0.631
C -2.9385 -1.3525 0.1196 -1.67 0.46 -1.48 -0.977
P -2.0817 -0.0134 -0.9389 0.38 -0.88 1.55 0.629
H 2.2430 0.0923 0.3311 -0.31 0.02 1.26 0.184
H 3.7361 0.4378 -0.6532 0.54 0.18 0.02 0.197
H 2.8062 -0.8037 -2.4821 -0.19 0.01 -0.07 0.191
H 1.3164 -1.2594 -1.5110 -0.27 0.29 0.13 0.202
H 0.1422 0.7707 2.0181 -1.14 0.35 0.17 0.224
H -1.7344 0.2766 2.1413 1.09 0.51 0.36 0.239
H -0.4617 -0.7661 1.6454 -0.05 -0.57 -0.38 0.231
H -0.4949 1.9691 -1.6139 -0.47 0.72 -0.37 0.220
H 0.8103 1.1439 -0.8408 -0.22 0.62 0.12 0.228
H 0.1775 2.5588 0.0107 0.19 1.33 0.20 0.205
H -2.5478 -2.2500 0.6307 0.52 0.71 -0.41 0.235
H -3.3641 -0.6419 0.8456 -0.38 -0.75 0.15 0.221
H -3.7730 -1.7156 -0.5839 0.95 0.46 1.29 0.226
```
Positions in Å, forces in eV/Å.

Computed properties:
Kohn-Sham gap = 9.19 eV
electronic energy = -15718.3484 eV
structure (SMILES) = CP=C(C)C.C=C
ΔE to the lowest compared entry with this formula, charge and spin = 2.6428 eV
strongest force on any atom = 0.0899 hartree/bohr
LUMO = 0.025 Ha
charge = 0